Formula: C4H3ClN2S
Source: the Open Molecules 2025 dataset
Level of theory: ωB97M-V/def2-TZVPD

```
11
Properties=species:S:1:pos:R:3:nbo_charge:R:1
N -1.4681 2.2847 -0.1733 -0.25
C -0.9689 1.1929 0.2043 0.20
C -0.4468 -0.1480 -0.0557 0.03
C -1.5137 -0.9754 -0.0446 -0.22
Cl -3.1185 -0.5070 -0.1140 0.10
N 0.8579 -0.3606 0.1476 -0.58
C 1.8881 0.4707 -0.0235 -0.07
S 3.3689 -0.2427 -0.1538 -0.09
H -1.4247 -2.0255 -0.2571 0.23
H 1.2079 -1.2865 0.5356 0.44
H 1.6179 1.5973 -0.0655 0.23
```

largest force on an atom	10.18	eV/A
HOMO	-8.99	eV
E_tot	-1122.00977	a.u.
charge	0
energy relative to the best compared isomer or geometry (same formula, charge and spin)	2.631	eV
SMILES string	N#C/C(=C\Cl)NC=S